{"formula": "C23H56INO20P4S", "method": "ωB97M-V with the def2-TZVPD basis set", "charge": 0, "e_tot_ha": -4530.9873, "orbital_gap_ev": 8.8, "max_force_ev_per_a": 6.70, "smiles": "CCOC(=O)CCCC(=O)O[C@@](N)(S)[C@H](I)CC.COP(=O)(OC)OC.COP(=O)(OC)OC.COP(=O)(OC)OC.COP(=O)(OC)OC", "species": ["I", "S", "P", "P", "P", "P", "O", "O", "O", "O", "O", "O", "O", "O", "O", "O", "O", "O", "O", "O", "O", "O", "O", "O", "O", "O", "N", "C", "C", "C", "C", "C", "C", "C", "C", "C", "C", "C", "C", "C", "C", "C", "C", "C", "C", "C", "C", "C", "C", "C", "H", "H", "H", "H", "H", "H", "H", "H", "H", "H", "H", "H", "H", "H", "H", "H", "H", "H", "H", "H", "H", "H", "H", "H", "H", "H", "H", "H", "H", "H", "H", "H", "H", "H", "H", "H", "H", "H", "H", "H", "H", "H", "H", "H", "H", "H", "H", "H", "H", "H", "H", "H", "H", "H", "H", "H"], "xyz": [[-1.3518, -2.9751, 1.7741], [-5.6453, -1.1150, 2.5938], [8.8526, 0.4891, -6.5609], [1.6185, 4.2088, 1.2523], [5.6879, 4.7963, -2.3805], [-7.0609, -5.9559, -2.2399], [-5.2104, -1.3923, 8.3155], [-7.0073, -7.2410, -1.4859], [-8.3743, -5.2700, -1.6205], [-5.4723, -5.9414, -2.6846], [8.7564, 1.8008, -5.6776], [-4.3055, -3.4676, 2.8810], [5.7101, 3.3315, -1.7897], [-7.6062, -6.0358, -3.7444], [-7.3845, -1.6678, 7.9418], [9.8162, -0.2926, -5.5378], [1.8852, 5.6410, 0.6167], [9.4947, 0.7705, -7.8510], [7.7884, -0.6886, -6.7380], [6.4009, 5.4809, -1.1109], [4.3067, 5.2614, -2.5945], [6.6355, 5.4469, -3.4860], [-3.1436, -2.6040, 4.6112], [2.4258, 2.8697, 1.0097], [0.1740, 3.9525, 1.3417], [2.2811, 4.5166, 2.6881], [-4.8840, -2.9466, 0.7538], [-4.3099, -0.3343, 7.9714], [9.9249, 2.6216, -5.5833], [-9.5325, -6.1106, -1.5102], [6.6948, 4.8245, -4.7896], [-2.9995, -0.8619, 7.3569], [9.9932, -1.7048, -5.5240], [2.2949, 5.8001, 3.2994], [7.0500, 6.7463, -1.1417], [-6.3258, -3.0459, 5.4326], [-4.3884, -2.3646, 2.0078], [-4.4809, -5.4519, -1.7745], [-3.0412, -1.6558, 1.6795], [1.8680, 5.7672, -0.8316], [-4.0805, -3.2296, 4.2166], [-2.7534, -0.3500, 2.4424], [-6.2736, -1.5696, 7.4885], [6.4737, -0.3622, -7.2389], [-5.0706, -3.8793, 5.1467], [-6.0552, -1.6396, 5.9906], [-6.8151, -6.3804, -4.8794], [4.7785, 3.0978, -0.7170], [2.0734, 1.7378, 1.8157], [-3.0864, 0.9161, 1.6413], [2.7364, 5.6749, 4.2860], [10.3310, -2.0665, -6.4957], [7.0514, 3.7979, -4.7061], [2.9079, 6.4946, 2.7279], [-6.8950, -3.5979, 6.1803], [-5.7560, -3.4357, 0.9418], [-6.7853, -0.9636, 5.5473], [2.0214, 2.0052, 2.8684], [5.7099, 4.8384, -5.2567], [-5.3149, -4.8801, 4.7923], [10.8132, 2.0393, -5.3514], [-2.2529, 1.2547, 1.0305], [2.8541, 0.9949, 1.6706], [5.9062, -1.2867, -7.2805], [1.2833, 6.1925, 3.4103], [-2.1437, -0.6581, 7.9937], [-5.1721, -2.1470, 0.1989], [-5.0879, -1.2556, 5.6688], [-4.5260, -6.0163, -0.8418], [-6.0577, -5.6243, -5.0703], [-4.0936, 0.2618, 8.8534], [9.7442, 3.3330, -4.7802], [-2.8347, -0.4113, 6.3797], [7.9350, 6.7127, -1.7741], [-3.2169, -0.3241, 3.4254], [2.0729, 6.8075, -1.0639], [-3.9903, 0.7663, 1.0532], [10.7579, -1.9186, -4.7808], [5.9648, 0.3357, -6.5748], [7.3582, 6.9670, -0.1221], [6.5490, 0.0635, -8.2395], [-9.7192, -6.6403, -2.4415], [-1.6846, -0.3273, 2.6480], [-3.4993, -5.5838, -2.2210], [3.7709, 3.0313, -1.1147], [-4.6359, -4.3949, -1.5664], [7.3889, 5.3903, -5.4036], [9.0730, -2.2074, -5.2329], [-9.4025, -6.8157, -0.6940], [4.8415, 3.8860, 0.0292], [-6.9414, -3.0191, 4.5373], [10.0739, 3.1730, -6.5097], [-6.4878, -1.1355, 1.5588], [-6.3495, -7.3560, -4.7461], [-3.1150, -1.4030, 0.6248], [1.1242, 1.3246, 1.4814], [-3.2941, 1.7261, 2.3405], [-3.1123, -1.9277, 7.1783], [-4.7651, 0.3456, 7.2501], [-4.5372, -4.0125, 6.0890], [5.0439, 2.1481, -0.2609], [6.3710, 7.5281, -1.4844], [-7.4931, -6.4197, -5.7293], [2.6359, 5.1436, -1.2908], [0.8849, 5.4955, -1.2168], [-10.3667, -5.4469, -1.2925]], "lowdin_charge": [0.9133, 0.9040, 0.3943, 0.3884, 0.4116, 0.5145, -0.0063, -0.2651, -0.2614, -0.2532, -0.2389, -0.0599, -0.2104, -0.2357, 0.1309, -0.2380, -0.2139, -0.2314, -0.2178, -0.2332, -0.2392, -0.2144, 0.1023, -0.2500, -0.2377, -0.2397, 0.0484, -0.2147, -0.0882, -0.0977, -0.0672, -0.0559, -0.0984, -0.1021, -0.0980, -0.1665, -0.8154, -0.0977, -0.6911, -0.0614, -0.4936, -0.3616, -0.4759, -0.0737, -0.0786, -0.1146, -0.0951, -0.0926, -0.0718, -0.1049, 0.0862, 0.0929, 0.0746, 0.0810, 0.1197, 0.0894, 0.1175, 0.0900, 0.0920, 0.1300, 0.0898, 0.0743, 0.0906, 0.0889, 0.0921, 0.0721, 0.0677, 0.0853, 0.0887, 0.0830, 0.1184, 0.0845, 0.0652, 0.0814, 0.0687, 0.0929, 0.0511, 0.0874, 0.0868, 0.0881, 0.0912, 0.0871, 0.0619, 0.0892, 0.0761, 0.0618, 0.0918, 0.0812, 0.0855, 0.0884, 0.0975, 0.0916, -0.1154, 0.0947, 0.0674, 0.0850, 0.0775, 0.0671, 0.1172, 0.1290, 0.0958, 0.0923, 0.0888, 0.0416, 0.0920, 0.0888]}

---

{"formula": "C23H56N8O11P2", "method": "ωB97M-V with the def2-TZVPD basis set", "charge": 0, "relative_energy_kj_mol": 88.1, "e_tot_ha": -2858.4121, "orbital_gap_ev": 8.7, "max_force_ev_per_a": 3.86, "smiles": "CP(O)OC(=O)N[PH2]=O.CN(C)C=O.CN(C)C=O.CN(C)C=O.CN(C)C=O.CN(C)C=O.CN(C)C=O.CN(C)C=O", "species": ["P", "P", "O", "O", "O", "O", "O", "O", "O", "O", "O", "O", "O", "N", "N", "N", "N", "N", "N", "N", "N", "C", "C", "C", "C", "C", "C", "C", "C", "C", "C", "C", "C", "C", "C", "C", "C", "C", "C", "C", "C", "C", "C", "C", "H", "H", "H", "H", "H", "H", "H", "H", "H", "H", "H", "H", "H", "H", "H", "H", "H", "H", "H", "H", "H", "H", "H", "H", "H", "H", "H", "H", "H", "H", "H", "H", "H", "H", "H", "H", "H", "H", "H", "H", "H", "H", "H", "H", "H", "H", "H", "H", "H", "H", "H", "H", "H", "H", "H", "H"], "xyz": [[0.6605, -2.3399, 0.9012], [-3.1451, -0.3761, -1.1369], [5.4142, 5.4295, 1.4585], [-1.8354, -3.0238, -4.1310], [-2.6643, 1.2098, -1.0351], [1.8502, -1.6913, 0.2983], [-4.5016, -7.9055, 2.8487], [0.9059, 2.1973, 0.2239], [4.1010, 3.3670, -3.6405], [-0.4550, -5.1289, 1.7882], [-2.6413, -1.9017, 1.2537], [-1.7735, -1.2822, -0.6825], [-0.6139, 6.6528, -2.0558], [-2.1365, -5.2746, -4.2092], [3.0288, 5.2552, -2.9614], [-0.4118, -5.9101, 3.9151], [-2.6956, 5.7907, -1.7639], [-0.5130, -1.1370, 1.3332], [3.1785, 2.1872, 0.0867], [-5.7392, -6.0500, 2.3940], [7.2886, 5.3624, 2.7437], [-1.4932, 5.8680, -2.3610], [-1.4259, -4.1435, -4.3752], [-1.5895, -6.5814, -4.5187], [0.1163, -5.7035, 2.7002], [6.6340, 6.0300, 3.8560], [4.3640, 1.7400, -0.6176], [8.6788, 4.9724, 2.8734], [0.3055, -6.6076, 4.9643], [-3.6982, 4.8296, -2.1752], [3.0838, 6.6849, -2.7253], [-1.7363, -1.4647, 0.6838], [-5.9491, -4.8876, 1.5504], [3.3316, 3.0184, 1.2681], [-2.9935, 6.7011, -0.6716], [-6.6403, -6.2884, 3.5078], [-3.2899, -0.8554, -2.9047], [6.5799, 5.1257, 1.6222], [-1.7521, -5.4123, 4.1781], [-3.4941, -5.1781, -3.7026], [1.7902, 4.5470, -2.6849], [4.0847, 4.5666, -3.4251], [1.9460, 1.8558, -0.3220], [-4.7321, -6.9169, 2.1775], [-1.5897, -7.2002, -3.6191], [-6.9394, -4.9427, 1.0928], [-2.0508, -5.6507, 5.1957], [-3.9343, -6.1692, -3.6237], [4.9309, 2.6062, -0.9637], [-3.8064, -1.8130, -2.9309], [-3.4846, -4.7029, -2.7200], [-2.2010, -7.0616, -5.2854], [-0.5692, -6.4902, -4.8853], [-7.1249, -7.2580, 3.3857], [7.1669, 4.6151, 0.8389], [-5.1971, -4.8451, 0.7653], [1.1365, -6.1091, 2.5917], [4.3824, 3.1982, 1.4650], [-6.0743, -6.3020, 4.4404], [7.3311, 6.1484, 4.6821], [0.9738, -3.0058, 2.1013], [1.0392, 5.2424, -2.3169], [-2.2929, -1.0668, -3.2944], [-3.9967, 6.5160, -0.2952], [2.8237, 3.9702, 1.1117], [-2.2693, 6.5575, 0.1311], [8.7880, 4.2788, 3.7098], [1.9729, 3.7745, -1.9410], [-1.7702, -4.3307, 4.0343], [-1.3659, 5.1350, -3.1759], [-7.3946, -5.5065, 3.5507], [6.2766, 7.0094, 3.5357], [4.9710, 5.2020, -3.5997], [-0.4088, -4.3227, -4.7617], [9.0248, 4.4866, 1.9633], [0.4255, -5.9474, 5.8256], [2.3348, 7.1857, -3.3414], [-3.9441, 4.1776, -1.3343], [2.8761, 2.5186, 2.1257], [1.4338, 4.0674, -3.5993], [4.0912, 1.1316, -1.4764], [4.0694, 7.0746, -2.9753], [-3.7671, -0.1004, -3.5279], [4.9851, 1.1463, 0.0578], [-4.5995, 5.3560, -2.4975], [-2.9189, 7.7310, -1.0230], [-0.1803, -0.2085, 1.0598], [-4.0936, -4.5643, -4.3770], [-5.8817, -3.9804, 2.1534], [-0.2584, -7.4925, 5.2652], [-2.4529, -5.8661, 3.4775], [2.8764, 6.8889, -1.6735], [9.2914, 5.8573, 3.0586], [5.7762, 5.4409, 4.1829], [0.0741, -3.2398, -0.0177], [1.2888, -6.9159, 4.6144], [-3.4357, 1.7353, -0.7967], [-3.3291, 4.2212, -2.9982], [-4.1071, -6.6442, 1.3096], [1.9459, 1.2260, -1.2256]], "lowdin_charge": [0.6868, 0.8819, 0.0057, 0.0000, -0.2891, -0.4360, 0.0023, -0.0174, -0.0047, -0.0443, 0.1230, -0.2220, -0.0009, -0.1969, -0.1838, -0.1900, -0.1932, -0.0405, -0.1827, -0.1992, -0.2014, -0.3465, -0.3299, -0.0569, -0.3612, -0.0399, -0.0497, -0.0596, -0.0535, -0.0547, -0.0502, -0.7486, -0.0507, -0.0373, -0.0379, -0.0421, -0.2494, -0.3539, -0.0230, -0.0392, -0.0196, -0.3637, -0.3852, -0.3745, 0.0903, 0.0876, 0.0904, 0.0849, 0.0799, 0.0235, 0.0895, 0.0889, 0.0831, 0.0922, 0.1350, 0.0813, 0.1370, 0.0603, 0.0906, 0.0849, 0.0112, 0.0539, 0.0193, 0.0852, 0.0932, 0.0953, 0.0890, 0.0694, 0.0966, 0.1372, 0.0850, 0.0931, 0.1293, 0.1362, 0.0826, 0.0897, 0.0891, 0.0786, 0.0920, 0.1001, 0.0877, 0.0789, 0.0421, 0.0877, 0.0899, 0.0923, 0.0949, 0.0933, 0.0918, 0.0919, 0.0755, 0.0934, 0.0888, 0.0933, 0.0402, 0.0830, 0.0209, 0.0858, 0.1337, 0.1391]}